Density functional theory data (ωB97M-V with the def2-TZVPD basis set) for a 9-piece molecular cluster, C23H64O19S5 overall.

XYZ file:
```
111
Properties=species:S:1:pos:R:3
C 3.45384 4.03201 -4.00874
C 2.94238 2.68862 -3.48149
O 2.74559 2.80322 -2.05196
S 1.37900 3.49466 -1.48741
C 2.15218 4.90502 -0.66900
O 0.60710 3.99818 -2.59094
O 0.80120 2.61143 -0.51447
H 3.88187 3.94628 -5.00873
H 4.22198 4.42276 -3.33906
H 2.65859 4.77308 -4.04825
H 2.07684 2.38813 -4.07340
H 3.67225 1.88740 -3.58182
H 2.84286 4.49389 0.06776
H 1.40793 5.50706 -0.15738
H 2.72981 5.37990 -1.45537
C -4.35351 -2.96432 0.09507
C -3.76733 -4.25874 0.60379
O -3.11332 -4.01559 1.86480
S -2.53421 -5.30303 2.66054
C -0.79459 -4.81627 2.66536
O -2.96663 -5.30077 4.03410
O -2.74243 -6.44888 1.81855
H -4.76837 -3.08692 -0.90016
H -3.56921 -2.20209 0.16548
H -5.07026 -2.47471 0.76071
H -4.49721 -5.06168 0.72306
H -3.05880 -4.68918 -0.11029
H -0.75478 -3.81229 3.07956
H -0.50652 -4.78093 1.61337
H -0.19518 -5.56901 3.16535
C 2.04559 -1.03850 6.49186
C 1.32408 -0.06311 5.56944
O -0.07987 -0.01250 5.89384
S -1.08670 -1.13358 5.37844
C -1.67405 -0.35295 3.84915
O -0.28037 -2.26918 4.97672
O -2.14194 -1.24259 6.33708
H 2.64563 -1.73981 5.90112
H 1.38402 -1.63829 7.10509
H 2.81494 -0.56611 7.10559
H 1.72632 0.92896 5.77097
H 1.46345 -0.26619 4.50792
H -2.00205 0.65085 4.11399
H -2.33788 -0.91855 3.20195
H -0.78180 -0.20078 3.23268
C 2.27199 4.07132 3.84830
C 1.30235 3.77319 2.74464
O -0.03238 4.10832 3.12601
S -1.13572 4.75403 2.14267
C -1.85873 3.24219 1.45465
O -2.14128 5.30289 3.00040
O -0.49890 5.53383 1.11971
H 3.29817 3.92505 3.51493
H 2.03969 3.54345 4.77569
H 2.23662 5.09829 4.23023
H 1.51041 4.27656 1.79926
H 1.36475 2.71021 2.48596
H -2.62315 2.93651 2.16771
H -1.11321 2.45489 1.41644
H -2.34045 3.44421 0.50137
C 3.93176 0.55410 0.98790
C 3.16847 -0.61581 0.35149
O 3.61449 -0.74537 -1.03003
S 4.76573 -1.79140 -1.32008
C 5.07098 -1.34847 -3.00613
O 5.94122 -1.51117 -0.54064
O 4.26938 -3.14975 -1.26119
H 3.61118 0.57715 2.03525
H 3.74278 1.52107 0.53225
H 4.97276 0.24006 0.99265
H 3.31290 -1.47455 1.00831
H 2.09100 -0.45664 0.35816
H 4.12192 -1.47932 -3.51764
H 5.83753 -2.04558 -3.34115
H 5.51340 -0.35944 -3.08917
C -2.43502 -3.30133 -3.77438
C -1.88459 -3.52463 -5.17823
O -1.54437 -4.89791 -5.38279
H -3.52283 -3.41981 -3.74402
H -2.27696 -2.28047 -3.41144
H -2.04031 -3.96006 -3.00021
H -0.97784 -2.94097 -5.29936
H -2.67828 -3.30665 -5.89309
H -2.33743 -5.43912 -5.39239
C 1.41955 -0.70950 -3.78212
C 0.33075 0.09112 -4.46126
O 0.89654 0.74462 -5.59226
H 1.06531 -1.32504 -2.95632
H 2.25252 -0.11434 -3.40623
H 1.87539 -1.32195 -4.56730
H -0.04068 0.83776 -3.74284
H -0.53732 -0.49093 -4.78283
H 0.22934 0.89212 -6.26469
C -5.80005 1.90308 -0.78559
C -4.69765 0.82554 -0.90184
O -3.61982 1.21704 -1.74260
H -6.35898 1.67855 0.12204
H -6.38242 1.96359 -1.70493
H -5.41284 2.91828 -0.66409
H -5.20499 -0.05972 -1.29537
H -4.30144 0.60963 0.08808
H -4.01496 1.37579 -2.60698
C -0.73961 -1.83856 -0.58786
C -0.83388 -0.38575 -0.24850
O 0.01191 0.04880 0.79942
H -0.01259 -2.13197 -1.34748
H -1.68002 -2.04236 -1.11042
H -0.67679 -2.43144 0.32500
H -1.86883 -0.13623 0.03611
H -0.71963 0.26050 -1.12896
H 0.37269 0.91761 0.62296
```

Output
- Net charge: 0
- HOMO-LUMO gap: 10.7 eV
- HOMO: -10.54 eV

***

Density functional theory data (ωB97M-V with the def2-TZVPD basis set) for C31H36ClF3FeNPSSe2Si as an isolated structure.

XYZ file:
```
78
Properties=species:S:1:pos:R:3
Fe -0.73336 1.07590 -1.55385
C 2.79542 -0.04879 3.93863
Si 3.33290 1.06124 2.53628
C 4.38485 0.07346 1.36685
C 4.36065 2.46641 3.22107
C 1.74880 1.82034 1.84484
C 1.06996 2.67364 2.70793
C -0.15987 3.23610 2.37927
C -0.71856 2.87206 1.17316
N -0.09828 2.05605 0.32258
C 1.12955 1.56761 0.59978
S 1.80013 0.61433 -0.68511
H 3.65760 -0.42590 4.49382
H 2.24572 -0.90657 3.54549
H 2.14393 0.47513 4.64091
H 5.28070 -0.23561 1.91426
H 4.68571 0.64559 0.49040
H 3.85875 -0.81270 1.01517
H 5.29814 2.08158 3.62911
H 3.85103 3.00453 4.02172
H 4.60557 3.18708 2.43842
H 1.50454 2.91092 3.67399
H -0.67654 3.91040 3.04679
H -1.69443 3.22481 0.86649
C 2.41416 3.64357 -2.27601
Se 0.56968 3.37928 -2.79927
C 0.90981 2.48912 -4.48318
C 1.50087 1.09427 -4.35794
Se 0.34174 -0.24555 -3.55527
C -0.94848 -0.35294 -5.00331
H 2.89730 4.30134 -2.99559
H 2.93217 2.69526 -2.16799
H 2.38965 4.12798 -1.30120
H 1.58466 3.11881 -5.06661
H -0.05116 2.47109 -4.99901
H 2.39988 1.08752 -3.74190
H 1.76436 0.69730 -5.34051
H -0.42462 -0.49627 -5.94618
H -1.56772 0.54003 -5.02947
H -1.57381 -1.21981 -4.80302
Cl -3.19487 -0.34620 -2.40071
C -2.81207 -2.02834 -2.14354
C -3.38365 -2.96080 -2.99249
C -3.11958 -4.30570 -2.78489
C -2.30255 -4.69547 -1.73463
C -1.74572 -3.74274 -0.89510
C -1.98558 -2.38067 -1.08255
P -1.20177 -1.07664 -0.04370
C -2.48558 -0.68374 1.18712
C -3.81208 -1.07607 1.05686
C -4.76009 -0.66882 1.98620
C -4.38767 0.12812 3.05708
C -3.06226 0.51955 3.19713
C -2.11803 0.12318 2.26489
C 0.00444 -2.08794 0.88089
C -0.20014 -2.49713 2.19397
C 0.72544 -3.31827 2.82886
C 1.85486 -3.74613 2.15177
C 2.05778 -3.35581 0.83260
C 1.14371 -2.52757 0.20507
H -4.02911 -2.63167 -3.79483
H -3.55886 -5.04528 -3.44091
H -2.09658 -5.74371 -1.56550
H -1.10890 -4.05935 -0.08046
H -4.11787 -1.70590 0.23110
H -5.78972 -0.97883 1.86736
H -5.12641 0.44768 3.78014
H -2.75908 1.14257 4.02870
H -1.08801 0.43927 2.38638
H -1.08508 -2.18554 2.73193
H 0.55709 -3.62078 3.85429
H 2.57697 -4.38309 2.64573
H 2.93623 -3.68706 0.29434
H 1.31720 -2.21839 -0.81735
F -2.46347 2.59236 -3.15418
C -2.36229 2.49044 -1.72978
F -2.16998 3.78892 -1.37233
F -3.65813 2.22691 -1.39104
```

Output
- ⟨S²⟩: 6.02
- Energy relative to the best compared isomer or geometry (same formula, charge and spin): 0.337 eV
- Net charge: 0
- 2S+1: 5
- HOMO-LUMO gap (alpha / beta): 7.7 / 7.7 eV
- HOMO (alpha / beta): -7.31 / -7.27 eV

***

Density functional theory data (ωB97M-V with the def2-TZVPD basis set) for C19H31IrNO6PS2 as an isolated structure.

XYZ file:
```
61
Properties=species:S:1:pos:R:3
Ir 0.25666 -1.18925 -0.14393
C 0.40545 -3.07315 3.52586
C 0.74802 -3.43177 2.11625
C 0.06934 -4.38203 1.42969
C 0.37016 -4.70719 0.08660
C 1.44204 -4.06494 -0.55882
C 2.19298 -3.13010 0.09037
C 1.86471 -2.63671 1.47662
H -0.05107 -2.08097 3.56168
H 1.30035 -3.04342 4.15565
H -0.29830 -3.78782 3.95301
H -0.74855 -4.89768 1.92079
H -0.23859 -5.42233 -0.44820
H 1.67661 -4.32041 -1.58491
H 3.04323 -2.66469 -0.39253
H 2.73750 -2.70921 2.13017
O -3.12821 -2.64475 -1.65424
C -1.96610 -2.37607 -1.47075
O -1.39020 -2.33772 -0.28954
C -0.95625 -2.09323 -2.59075
O -1.14040 -2.37954 -3.75207
O 0.14048 -1.55595 -2.13221
C -0.03274 4.00785 -3.39935
C 0.54788 2.70915 -2.86613
C -0.09346 1.48705 -3.49195
O 0.52591 2.72338 -1.41628
P -0.63501 2.43607 -0.36480
S -0.08762 3.16114 1.33894
S -1.26015 0.48090 -0.51505
O -1.86535 3.21160 -1.04485
C -3.28247 3.18957 -0.74185
C -3.98333 2.21697 -1.67299
C -3.58771 2.92520 0.72137
H 0.14957 4.06933 -4.47425
H 0.43214 4.86536 -2.91118
H -1.10558 4.05095 -3.21929
H 1.61846 2.69260 -3.07933
H -1.17539 1.49318 -3.35425
H 0.28971 0.56122 -3.06746
H 0.12088 1.49340 -4.56305
H -3.59866 4.20586 -0.98848
H -3.67108 1.19231 -1.47506
H -3.76115 2.45250 -2.71465
H -5.06298 2.28302 -1.52273
H -3.26524 1.92483 1.01200
H -4.66708 2.99889 0.86892
H -3.08414 3.64433 1.36473
C 3.46578 -0.66684 2.84545
C 2.24721 -0.14833 2.07859
C 1.27611 0.46419 3.09096
C 2.72645 0.92097 1.09758
N 1.52756 -1.20418 1.30887
H 3.93684 0.17959 3.34818
H 4.20779 -1.11986 2.18210
H 3.19111 -1.39145 3.61520
H 1.69620 1.36939 3.53583
H 1.06146 -0.25000 3.89028
H 0.34421 0.73480 2.60099
H 3.14025 1.77883 1.63318
H 1.89598 1.27642 0.49161
H 3.48775 0.50870 0.42950
```

Output
- ⟨S²⟩: 0.79
- Energy relative to the best compared isomer or geometry (same formula, charge and spin): 1.983 eV
- Net charge: -1
- 2S+1: 2
- HOMO-LUMO gap (alpha / beta): 7.1 / 6.4 eV
- HOMO (alpha / beta): -4.71 / -4.88 eV

***

Density functional theory data (ωB97M-V with the def2-TZVPD basis set) for one molecule with the formula C4H8O2.

XYZ file:
```
14
Properties=species:S:1:pos:R:3
C -1.72550 1.01929 0.14112
O -0.52339 0.64090 0.80085
C 0.50698 0.08714 0.02298
C 1.56719 -0.59520 0.82598
C -0.04682 -0.84262 -1.04793
O 0.57690 -1.11570 -2.04469
H -2.15199 1.85269 0.70430
H -1.52617 1.34851 -0.88518
H -2.47461 0.21071 0.11344
H 1.30537 0.62106 -0.63621
H 2.31446 0.04840 1.27720
H 1.17618 -1.26573 1.63092
H 2.13129 -0.74651 -0.18455
H -1.06916 -1.22960 -0.88484
```

Output
- Energy relative to the best compared isomer or geometry (same formula, charge and spin): 3.194 eV
- Net charge: 0
- HOMO-LUMO gap: 10.6 eV
- HOMO: -9.73 eV

***

Density functional theory data (ωB97M-V with the def2-TZVPD basis set) for C3H5O3Tb as an isolated structure.

XYZ file:
```
12
Properties=species:S:1:pos:R:3
O -0.27384 -0.51069 0.35448
C 0.11615 -0.71751 -0.93614
C -0.29544 0.89240 0.67559
O -0.00923 -1.76866 -1.49420
O 0.41727 0.43424 -1.50321
C 0.34130 1.52381 -0.56794
H 0.28553 1.05879 1.58757
H -1.33792 1.18723 0.83142
H 1.35685 1.89122 -0.38734
H -0.27423 2.31505 -1.00767
H 0.56992 -3.60109 0.71990
Tb -0.89635 -2.70477 1.72755
```

Output
- ⟨S²⟩: 15.81
- Energy relative to the best compared isomer or geometry (same formula, charge and spin): 0.000 eV
- Net charge: +1
- 2S+1: 8
- HOMO-LUMO gap (alpha / beta): 8.2 / 7.4 eV
- HOMO (alpha / beta): -12.04 / -12.23 eV

***

Density functional theory data (ωB97M-V with the def2-TZVPD basis set) for C32H62BeClF4N2NaO15P2SSiV as an isolated structure.

XYZ file:
```
123
Properties=species:S:1:pos:R:3
N -2.84437 -2.96997 0.44938
P -1.66556 -2.33379 1.33865
Si -1.23082 -0.22355 0.91604
C -2.76786 0.90019 0.68391
C -4.18106 0.18841 0.88246
C -4.60320 0.07926 2.43883
F -5.97479 -0.33935 2.42236
C -0.21675 -0.13352 -0.72784
C -0.81554 -1.05322 -1.89234
C -1.74897 -0.20830 -2.86654
F -1.62641 1.22534 -3.03296
C -2.74486 -0.88559 -3.65120
F -2.30008 -1.59854 -4.78235
F -4.09683 -0.87515 -3.31835
C -0.11971 0.63977 2.24793
P 0.70847 -0.59521 3.44846
O 1.58661 -1.63950 2.73840
O -0.43926 -1.30521 4.49483
O 1.76633 0.26648 4.49685
H -3.58021 -3.32680 1.07196
H -0.45999 -3.07859 1.08352
H -1.97184 -2.49491 2.75253
H -2.71911 1.76470 1.49011
H -2.68049 1.43785 -0.32289
H -4.95965 0.90095 0.43126
H -4.30853 -0.79130 0.32690
H -4.57191 1.14922 2.87317
H -3.97244 -0.66756 3.02583
H 0.82918 -0.50661 -0.50563
H -0.18926 0.96369 -1.04228
H -1.43333 -1.92929 -1.52790
H 0.05271 -1.46252 -2.51477
H 0.61366 1.31945 1.70676
H -0.85172 1.33562 2.92205
H -0.09522 -2.20168 4.70603
H 1.98565 1.08706 3.98480
Be -2.27998 1.49091 2.88921
C -4.53210 -2.62097 5.06064
O -3.35149 -2.36883 4.48264
H -4.64386 -3.60240 5.56480
H -4.85327 -1.93117 5.86840
H -5.42771 -2.61477 4.40512
Cl -0.39082 1.36871 4.38358
C 1.80122 1.10527 -4.14965
C 0.80209 1.43122 -5.25852
C 1.37913 2.21037 -6.43996
N 1.45196 3.73996 -6.29170
C 2.09477 4.24477 -7.59265
C 2.45220 5.72104 -7.54799
C 3.34531 6.03407 -6.36011
C 2.67183 5.60236 -5.07094
C 2.30019 4.12687 -5.08944
C 0.05184 4.29996 -6.16682
H 1.95223 1.94185 -3.46721
H 1.42679 0.27503 -3.54666
H 2.77163 0.81117 -4.55693
H -0.08809 1.89965 -4.83491
H 0.46672 0.47034 -5.66296
H 0.75779 2.03251 -7.32214
H 2.38964 1.86204 -6.66802
H 3.00000 3.65215 -7.74934
H 1.39425 4.03494 -8.40401
H 2.97099 5.98915 -8.47270
H 1.55043 6.33880 -7.51409
H 3.56545 7.10417 -6.32805
H 4.30332 5.51443 -6.46863
H 1.78362 6.21681 -4.89185
H 3.34486 5.78702 -4.22923
H 1.72488 3.89170 -4.19430
H 3.20107 3.50868 -5.12164
H -0.37982 3.96643 -5.22489
H -0.53906 3.94139 -7.00978
H 0.09505 5.38687 -6.17644
O 6.45448 5.65370 -8.17074
H 6.19403 6.48149 -7.74953
H 5.63142 5.30231 -8.52799
C -5.34902 -5.00991 -2.39225
O -5.00373 -4.92373 -3.76903
C -3.77718 -4.23415 -3.97900
C -2.63027 -5.20487 -4.23497
O -2.34107 -5.98394 -3.07783
C -2.88758 -7.29397 -3.15734
H -6.14329 -5.75024 -2.28687
H -4.50076 -5.31944 -1.77693
H -5.72237 -4.04183 -2.04283
H -3.55101 -3.57522 -3.13296
H -3.91053 -3.60773 -4.86647
H -1.72768 -4.62847 -4.46391
H -2.84601 -5.84699 -5.09511
H -2.28900 -7.90441 -3.84120
H -3.92818 -7.28252 -3.48842
H -2.84592 -7.74027 -2.16249
C 5.82692 -5.62394 4.14891
C 5.86804 -4.51613 4.96928
C 4.80589 -3.47394 4.64591
O 4.62649 -2.46265 5.29211
C 3.94537 -3.70468 3.47032
C 3.91764 -4.80371 2.64770
C 4.90367 -5.88954 3.03560
O 4.97685 -6.97364 2.47168
O 3.18286 -5.00252 1.64406
O 6.64831 -4.30016 5.90598
H 6.53974 -6.42557 4.31209
H 3.26395 -2.88193 3.27015
Na 2.00943 -6.69215 1.42031
O 2.86320 3.00851 3.72606
V 4.31274 3.34454 4.64160
O 5.75349 3.66417 5.55722
C 1.23858 2.65437 9.54517
C -0.07704 3.04624 10.22255
C -1.11925 3.24588 9.11947
S -0.62055 2.18861 7.76307
O -0.25784 3.02110 6.63881
O -1.55864 1.09657 7.63967
C 0.87521 1.58333 8.52448
H 1.97215 2.28873 10.26555
H 1.66671 3.52488 9.03848
H -0.39703 2.24032 10.89008
H 0.03318 3.94802 10.82791
H -2.11737 2.96020 9.45127
H -1.12803 4.27544 8.75897
H 1.64315 1.43304 7.76624
H 0.63991 0.63647 9.01437
```

Output
- Net charge: +1
- HOMO-LUMO gap: 1.6 eV
- HOMO: -7.88 eV

***

Density functional theory data (ωB97M-V with the def2-TZVPD basis set) for a 2-piece molecular cluster, C2H10N2 overall.

XYZ file:
```
14
Properties=species:S:1:pos:R:3
C -0.05290 -0.59775 1.30527
N -0.61368 -0.01690 0.08335
C -1.70668 0.91183 0.40973
H 0.17942 0.17486 2.03363
H -0.72993 -1.33331 1.76281
H 0.89118 -1.10952 1.09683
H -1.01670 -0.78189 -0.44838
H -2.48009 0.44156 1.02436
H -2.16050 1.26041 -0.51842
H -1.29769 1.77584 0.92528
N 2.15007 -0.15654 -1.69913
H 2.11915 -0.99406 -2.26716
H 2.85271 -0.29302 -0.98262
H 1.24924 -0.07605 -1.22082
```

Output
- Energy relative to the best compared isomer or geometry (same formula, charge and spin): 0.300 eV
- Net charge: 0
- HOMO-LUMO gap: 10.2 eV
- HOMO: -9.23 eV

***

no.,energy (Eh),largest force on an atom (Eh/bohr)
1,-4335.0738,0.036
2,-9113.0982,0.024
3,-2490.9547,0.047
4,-307.5950,0.060
5,-1167.1343,0.044
6,-5844.6046,0.169
7,-191.6864,0.012